Record 1
This record from OMol25 describes the ion C7H12NO with charge +1 in a non-equilibrium geometry. The level of theory is the ωB97M-V functional and the def2-TZVPD basis.

```
21
C7H12NO | OMol25 | the ωB97M-V functional and the def2-TZVPD basis
C -0.4754 0.1004 0.6837
C 0.5841 0.8561 0.1144
C -1.2740 0.3591 1.8341
C 1.4519 0.1639 -0.8821
C 0.7996 -1.2565 -0.9277
C 1.0458 2.2066 0.5761
C -1.6654 -1.2260 -0.9530
N -0.4487 -1.1708 -0.0998
O -2.0573 -0.4607 2.2883
H -1.1247 1.3702 2.2330
H 1.5394 0.7247 -1.8218
H 2.5232 0.0948 -0.4224
H 0.4525 -1.6747 -1.9139
H 1.5211 -1.9479 -0.3718
H 1.9466 2.6006 -0.0017
H 1.5724 2.0611 1.5261
H 0.1146 2.8874 0.7194
H -1.5724 -0.6451 -1.8127
H -1.8036 -2.3012 -1.0998
H -2.4291 -0.8452 -0.2563
H -0.7007 -1.8966 0.5877
```

Its charge is +1. As for the expectation value of S²: 2.02. The spin multiplicity is 3. The relative energy (zero: lowest compared OMol25 entry of this formula, charge and spin) is 0.00 kJ/mol. The calculation puts the HOMO energy (spin up / spin down) at -11.016 / -14.307 eV.

Record 2
This record from OMol25 describes a structure of composition C13H28Br12N3O4P in a non-equilibrium geometry. The level of theory is the ωB97M-V functional and the def2-TZVPD basis.

```
61
C13H28Br12N3O4P | OMol25 | the ωB97M-V functional and the def2-TZVPD basis
C -4.9155 -0.8804 18.5138
Br -3.7122 -0.1790 19.9150
Br -4.9613 -2.7536 18.9648
Br -4.5379 -0.5438 16.5501
H -5.9363 -0.5572 18.7175
C -0.7266 4.0424 21.1422
Br -0.9785 5.7251 22.2442
Br -1.9373 2.5787 21.7370
Br 1.1324 3.4982 21.1335
H -1.0718 4.3359 20.1508
C 4.7279 -0.7694 21.1335
Br 6.6666 -0.3672 21.6538
Br 4.7191 -2.2752 19.8076
Br 3.6238 0.8424 20.5646
H 4.2307 -1.2012 22.0021
C 2.3940 -1.0830 12.8675
Br 0.7250 -1.0520 14.0495
Br 3.6843 -2.3982 13.5513
Br 3.0260 0.6925 12.6097
H 2.0225 -1.3250 11.8718
O 2.4106 -2.7753 23.0479
P 0.9571 -2.3770 23.3092
N 0.0156 -3.5702 24.1512
C 0.5709 -3.8866 25.4465
C -0.6817 -4.6700 23.3702
N 0.0611 -1.9744 21.9201
C 0.7076 -1.5560 20.6137
C -1.3937 -1.5590 22.0345
N 0.8464 -0.9286 24.2449
C 2.0376 -0.0163 24.2443
C -0.2926 -0.4450 25.0548
H -0.0471 -4.6458 25.9258
H 0.6392 -3.0733 26.1691
H 1.5248 -4.3593 25.2127
H -1.7702 -4.6670 23.4275
H -0.4356 -5.6491 23.7812
H -0.3421 -4.5765 22.3386
H 0.4706 -2.2578 19.8141
H 0.3639 -0.5697 20.3020
H 1.7869 -1.4979 20.7550
H -1.4613 -0.4712 22.0180
H -1.9876 -2.0388 21.2566
H -1.7966 -1.7888 23.0208
H 2.7861 -0.0675 25.0350
H 2.6118 -0.1768 23.3318
H 1.6090 0.9856 24.2686
H -0.0551 0.3407 25.7719
H -0.6136 -1.2492 25.7169
H -1.2101 -0.3525 24.4736
C -1.4860 1.7577 18.0089
O -0.5770 0.7997 18.1802
C 0.5960 0.9544 17.6065
O 1.0484 1.9744 17.1328
O 1.2353 -0.2334 17.7898
C 2.5060 -0.4216 17.2997
H -1.6847 1.9270 16.9507
H -1.2644 2.7694 18.3486
H -2.4077 1.5907 18.5664
H 2.9167 -1.2459 17.8827
H 3.2160 0.3899 17.4590
H 2.5780 -0.6629 16.2392
```

The relative energy (zero: lowest compared OMol25 entry of this formula, charge and spin) is 0.00 kJ/mol. The calculation puts the HOMO energy at -8.194 eV.

Record 3
This record from OMol25 describes a cluster of 2 separate species, C6H10S in total in a non-equilibrium geometry. The level of theory is the ωB97M-V functional and the def2-TZVPD basis.

```
17
C6H10S | OMol25 | the ωB97M-V functional and the def2-TZVPD basis
C 1.7064 -1.7099 0.2491
C 0.2122 -0.1890 -1.4977
C 1.0427 -0.7078 1.1951
C -0.4228 -0.4151 0.8223
C -0.4150 0.3058 -0.4529
C -1.2587 1.4794 -0.6506
S 1.2862 -1.5809 -1.4069
H 2.8266 -1.6387 0.1669
H 0.6314 0.3287 -2.8967
H 1.0982 -1.2375 2.0946
H 1.4604 0.3398 1.3677
H -1.1103 -1.3015 0.8769
H -0.8935 0.1699 1.6938
H -0.6503 1.9784 -1.4303
H -1.6130 2.1464 0.2580
H -2.1919 1.3101 -1.2183
H 0.2315 -2.6218 -1.3655
```

The relative energy (zero: lowest compared OMol25 entry of this formula, charge and spin) is 641.05 kJ/mol. The calculation puts the HOMO energy at -6.874 eV.

Record 4
This record from OMol25 describes a structure of composition C21H40CoNO2P2Si in a non-equilibrium geometry. The level of theory is the ωB97M-V functional and the def2-TZVPD basis.

```
68
C21H40CoNO2P2Si | OMol25 | the ωB97M-V functional and the def2-TZVPD basis
C 1.9381 -0.7153 -3.6471
C 1.4953 -0.1535 -2.4398
N 0.3471 -0.6097 -1.8892
C -0.4542 -1.4847 -2.5537
C -0.0626 -2.0468 -3.7671
C 1.1516 -1.6674 -4.3205
C 2.1577 1.0820 -1.8741
P 1.4684 1.4255 -0.1873
Co -0.1551 -0.0240 0.0868
P -2.2337 -0.5553 -0.6229
C -1.7917 -1.8212 -1.9022
C -0.8160 1.3777 1.3733
C -0.1978 1.2162 2.6046
C -0.7751 1.8300 3.7222
C -1.9073 2.6369 3.5556
C -2.4532 2.8593 2.2909
C -1.8898 2.2398 1.1753
O 0.8721 3.3287 -3.6784
O -1.2992 1.8779 -2.9681
H 2.8408 -0.3051 -4.0795
H -0.7306 -2.7998 -4.2305
H 1.5141 -2.1390 -5.2379
C 2.9124 1.1533 0.8034
C 1.2854 3.2427 -0.2146
H -2.6072 -1.8430 -2.6412
H -1.7571 -2.8148 -1.4313
H 2.0184 1.9479 -2.4603
H 3.2546 0.9178 -1.8313
C -3.2713 -1.3889 0.5922
C -3.3303 0.5285 -1.5177
H 0.7075 0.5958 2.7110
H -0.3365 1.6669 4.7033
H -2.3617 3.1149 4.4234
H -3.3097 3.5137 2.1394
H -2.2862 2.4357 0.1724
H -0.7210 2.1105 -2.1567
H -1.6959 2.7622 -2.9536
H 0.2461 2.6163 -3.4202
H 1.3842 2.9460 -4.4112
H -1.0336 0.7892 -0.6407
H 3.7593 1.6556 0.3397
H 2.7328 1.5480 1.8043
H 3.1145 0.0853 0.8524
H 2.2728 3.7289 -0.1979
H 0.7809 3.6200 -1.1141
H 0.7186 3.5831 0.6594
H -4.0818 -0.0724 -2.0427
H -3.7557 1.2714 -0.8354
H -2.7478 1.0356 -2.2945
H -4.2698 -1.5538 0.1647
H -2.8467 -2.3497 0.9053
H -3.3802 -0.7502 1.4743
C 3.0012 -2.3071 1.6404
Si 1.2337 -2.4032 2.2065
C 0.7186 -4.2213 2.2402
C 1.0058 -1.7039 3.9336
C -0.0391 -1.6312 1.0062
H 3.4689 -3.2846 1.8681
H 3.5485 -1.5338 2.2038
H 3.0899 -2.1014 0.5648
H 1.3798 -4.7611 2.9319
H -0.3173 -4.3438 2.5894
H 0.7900 -4.6799 1.2434
H 1.7032 -0.8749 4.1129
H -0.0182 -1.3390 4.0985
H 1.2277 -2.5137 4.6447
H -0.1987 -2.3567 0.1740
H -1.0079 -1.5931 1.5492
```

As for the expectation value of S²: 6.05. The spin multiplicity is 5. The relative energy (zero: lowest compared OMol25 entry of this formula, charge and spin) is 35.54 kJ/mol. The calculation puts the HOMO energy (spin up / spin down) at -3.727 / -7.865 eV.

Record 5
This record from OMol25 describes an isolated molecule of CH8OSi2 in a non-equilibrium geometry. The level of theory is the ωB97M-V functional and the def2-TZVPD basis.

```
12
CH8OSi2 | OMol25 | the ωB97M-V functional and the def2-TZVPD basis
Si 1.3709 0.4514 -1.2472
C -0.0462 1.2943 0.2446
O -0.9443 0.2382 0.1803
Si -1.4945 -0.9194 1.1879
H 1.6265 -1.0344 -1.2556
H 2.8173 1.2022 -1.2779
H 0.5018 1.0541 -2.3889
H -0.5691 2.2874 -0.0010
H 0.3340 1.3882 1.3200
H -0.3954 -1.7773 1.6087
H -1.9787 -0.5168 2.4326
H -2.4029 -1.4484 0.3064
```

The relative energy (zero: lowest compared OMol25 entry of this formula, charge and spin) is 100.88 kJ/mol. The calculation puts the HOMO energy at -9.201 eV. Its structure (SMILES) is [SiH3]CO[SiH3].

Record 6
This record from OMol25 describes a cluster of 2 separate species, C4H10N3 in total in a non-equilibrium geometry. The level of theory is the ωB97M-V functional and the def2-TZVPD basis.

```
17
C4H10N3 | OMol25 | the ωB97M-V functional and the def2-TZVPD basis
C 1.6436 1.1796 0.9090
C 2.5345 -0.3368 -0.2904
C 1.0876 0.0043 1.2652
C -2.8322 0.1113 -0.1546
N 2.3650 0.9411 -0.2147
N 1.5448 -0.9691 0.3969
N -2.1169 -0.6904 -1.0517
H 1.7165 2.0506 1.5966
H 2.8733 -0.5844 -1.2647
H 0.3995 -0.1571 1.9561
H -2.3152 1.0851 -0.0145
H -3.9266 0.1788 -0.3788
H -2.8221 -0.3263 0.8231
H 3.2601 1.3719 -0.3039
H 1.1690 -1.8564 -0.0205
H -2.0193 -0.3607 -2.0866
H -2.5616 -1.6416 -1.1663
```

Its charge is +1. The relative energy (zero: lowest compared OMol25 entry of this formula, charge and spin) is 265.65 kJ/mol. The calculation puts the HOMO energy at -12.146 eV.

Record 7
This record from OMol25 describes a structure of composition C37H51BIrN6OS3. The level of theory is the ωB97M-V functional and the def2-TZVPD basis.

```
100
C37H51BIrN6OS3 | OMol25 | the ωB97M-V functional and the def2-TZVPD basis
Ir -0.6397 0.0299 -2.2768
C 4.4412 -0.2822 -0.4465
C 3.1859 -0.8627 0.1372
C 3.2019 -1.7225 1.2049
C 2.0102 -2.2866 1.7170
N 0.8464 -1.9262 1.2192
N 0.8363 -1.0729 0.1978
B -0.5346 -0.5066 -0.2230
N -0.8289 0.7959 0.6101
N -0.1077 1.0190 1.6664
C -0.4341 2.0453 2.4693
C -1.6127 2.7696 2.2343
C -2.3629 2.5620 1.0969
C -3.5973 3.3570 0.8043
C -1.8661 1.5685 0.2240
S -2.4684 1.2868 -1.3588
C 0.4692 2.3293 3.6452
C 0.6130 3.8482 3.8397
C 1.8547 1.7108 3.4346
C -0.1923 1.7003 4.8896
N -1.6449 -1.5629 0.1537
N -2.0545 -1.5405 1.3877
C -2.9295 -2.4803 1.7988
C -3.3459 -3.4952 0.9231
C -2.9275 -3.5196 -0.3872
C -3.3782 -4.5536 -1.3663
C -2.0531 -2.4670 -0.7628
S -1.4761 -2.2683 -2.3530
C -3.4370 -2.4054 3.2150
C -2.8313 -3.5851 4.0023
C -3.0377 -1.0850 3.8776
C -4.9757 -2.5290 3.1917
C 1.9169 -0.5752 -0.3933
S 1.6537 0.3873 -1.8206
C 1.9867 -3.2509 2.8912
C 1.5727 -2.4256 4.1260
C 0.9507 -4.3548 2.6461
C 3.3641 -3.8769 3.1258
H 5.1659 -0.0770 0.3396
H 4.2530 0.6386 -0.9964
H 4.9039 -0.9961 -1.1320
H 4.1501 -1.9878 1.6544
H -1.9287 3.5215 2.9465
H -4.2489 3.3567 1.6794
H -4.1559 2.9797 -0.0481
H -3.3403 4.4013 0.6116
H 1.0373 4.3271 2.9543
H 1.2867 4.0329 4.6757
H -0.3323 4.3349 4.0833
H 2.3736 2.1791 2.5935
H 1.7926 0.6364 3.2567
H 2.4507 1.8773 4.3315
H -1.2211 2.0446 5.0269
H 0.3755 1.9894 5.7744
H -0.1951 0.6095 4.8243
H -4.0310 -4.2540 1.2801
H -4.0376 -5.2768 -0.8942
H -2.5244 -5.0900 -1.7871
H -3.9128 -4.0951 -2.2009
H -1.7452 -3.5036 4.0730
H -3.0796 -4.5492 3.5519
H -3.2429 -3.5776 5.0122
H -1.9545 -0.9535 3.8932
H -3.3994 -1.0850 4.9048
H -3.4855 -0.2323 3.3581
H -5.3060 -3.5417 2.9549
H -5.4297 -1.8348 2.4806
H -5.3621 -2.2933 4.1826
H 0.5627 -2.0230 4.0003
H 2.2632 -1.5960 4.3005
H 1.5893 -3.0630 5.0111
H -0.0356 -3.9334 2.4457
H 0.8842 -4.9903 3.5293
H 1.2377 -4.9847 1.8000
H 4.0837 -3.1580 3.5231
H 3.7708 -4.3266 2.2162
H 3.2719 -4.6734 3.8629
C 3.0231 5.3207 -8.3717
C 2.3710 4.2447 -7.5614
C 2.8542 2.9437 -7.5580
C 2.2502 1.8685 -6.8008
C 2.8487 0.5132 -6.9649
C 1.1529 2.1434 -5.9591
C 0.6078 1.0351 -5.1721
O -0.1591 1.1186 -4.2121
C 0.6160 3.4408 -5.9772
C -0.6317 3.8564 -5.3018
C 1.2559 4.4708 -6.7786
H 4.0950 5.3538 -8.1755
H 2.5936 6.3002 -8.1810
H 2.9209 5.1045 -9.4370
H 3.7310 2.7148 -8.1552
H 3.7547 0.5513 -7.5638
H 2.1443 -0.1470 -7.4866
H 3.0865 0.0436 -6.0094
H 0.8952 0.0351 -5.5118
H -1.3353 4.1943 -6.0748
H -0.4372 4.7416 -4.6862
H -1.1013 3.0827 -4.7083
H 0.8118 5.4614 -6.7674
```

Its charge is +4. As for the expectation value of S²: 8.83. The spin multiplicity is 6. The calculation puts the HOMO energy (spin up / spin down) at -18.387 / -18.876 eV.

no.,E_tot (eV)
1,-10979.6574
2,-876391.7135
3,-17212.9793
4,-92087.8015
5,-18967.1681
6,-8771.8459
7,-86167.8150